The following is a quantum chemistry calculation of a cluster of 11 separate species, C39H58N7O21 in total, from the OMol25 dataset.

```
125
Properties=species:S:1:pos:R:3:forces:R:3
H 0.27147 -3.80102 1.78060 -0.025 0.048 0.043
H 3.72895 -5.50744 2.75610 -0.377 -1.101 -0.864
O 4.44824 0.81183 -5.25035 -0.447 -1.216 1.862
H 3.70708 -0.16332 -7.78086 0.038 0.170 0.077
H -7.27980 1.68371 1.41335 -0.252 0.227 0.082
H 0.40566 -1.69934 2.40671 1.205 0.074 -1.560
C 2.08011 1.62626 1.12806 -0.852 -1.645 0.978
H 1.05010 3.89944 -5.29787 0.234 -1.176 -0.487
C 4.35653 2.35940 2.79558 0.543 -2.929 -1.936
N 4.05718 -3.83172 3.65094 -0.260 0.685 0.965
H 4.93909 -1.51731 -4.74465 0.202 0.762 -0.269
O 3.73879 1.65566 4.09690 -0.493 -2.908 3.973
C 1.96655 0.21349 -6.08314 -0.096 -1.327 0.211
H -6.35657 -0.75207 -3.07386 0.044 -0.086 0.579
H 2.37307 -0.80330 -6.26649 -0.483 0.955 -0.090
O 3.98254 3.49032 2.85609 1.120 -0.183 -0.917
O -0.25285 -1.03069 5.83038 0.519 0.296 1.612
N -1.85125 1.97342 4.10722 0.939 0.196 -0.825
C 2.70713 4.04125 0.08710 -0.825 -1.229 -0.037
C -0.49199 1.41369 -2.62267 0.375 -0.452 0.029
H 3.07204 1.13979 -8.78390 0.481 0.161 0.397
H -3.99328 -3.23494 0.29903 0.061 0.329 0.604
N 3.29125 2.90120 -0.40425 -0.405 1.263 1.167
H -7.71145 -1.71178 -2.58597 0.454 0.202 0.346
H 4.01032 2.37555 -2.33199 0.114 -0.215 0.434
H 4.17763 -5.77353 4.41122 0.125 -0.155 0.116
H 1.37972 1.43768 3.69936 -0.301 0.025 0.225
C -1.21877 2.76040 1.96495 0.675 -0.076 -0.078
O 4.48543 -1.09128 -4.01111 -0.455 -0.617 0.683
H -1.16476 -2.38678 -3.57912 0.085 0.069 -0.224
H 4.48392 1.41024 -7.59906 -0.599 0.056 0.015
C 1.64780 3.92988 0.96241 0.727 0.617 0.011
H 1.29164 4.80644 1.47788 -0.379 0.272 -0.387
O 3.12702 0.55045 -3.38363 1.660 -0.319 -1.211
C 0.35270 1.74963 3.52857 1.088 0.458 -1.313
C 4.00820 0.17206 -4.23237 -0.330 1.537 -0.257
C -6.82807 -1.18936 -2.16526 -1.106 -0.034 -2.549
O -3.40174 -0.43818 -3.94685 0.828 -2.652 1.744
H -4.93813 -0.78693 -0.54245 -0.734 2.492 0.033
C 4.31506 2.92832 -1.43096 0.328 0.776 -0.151
H -3.21607 2.67995 2.68366 -0.671 -0.021 0.232
H 2.81360 3.20629 -7.05095 0.552 0.683 -0.379
C -0.61726 1.56696 4.45580 -0.283 0.354 -1.666
H 2.88881 -1.50600 2.22962 -0.484 -0.561 -0.506
C 0.17355 -0.90775 0.51249 0.372 -0.345 -1.113
C -0.58814 -1.43338 4.72888 -1.765 1.763 -1.632
C -2.79902 1.79492 5.13608 -2.012 0.602 0.863
H 5.19718 -3.51413 6.42647 -0.659 0.058 -0.541
O -1.57808 -1.69002 -4.11624 -0.105 -0.658 0.195
C -5.38275 1.42642 1.35623 0.323 -2.054 -0.738
H -5.60888 -2.80364 0.87215 0.292 0.055 -0.284
C 1.02339 0.43996 -5.10372 0.519 1.600 -0.676
O 0.64816 -0.39561 -0.53164 -0.312 -0.814 1.743
O -1.42077 -0.90080 3.93194 0.805 -0.458 0.448
H -4.84810 1.86323 -2.06691 -0.436 0.095 -0.614
H -1.71718 1.20822 -0.82307 0.386 -0.576 0.139
C 3.56488 -5.17312 3.74614 -0.183 -0.206 0.970
C -0.50039 1.94013 -3.89880 0.194 0.804 -0.656
H 3.52871 -4.11838 6.25282 -0.186 0.103 0.126
C -2.72074 -1.37451 -3.46594 0.113 2.746 -0.028
H 4.41273 3.97466 -1.64829 0.342 0.458 -0.546
C -4.66245 -2.38563 0.48378 -0.345 -1.888 0.345
H 3.70773 0.94120 -0.11054 -0.362 0.226 0.228
H -1.36820 -6.59080 -0.09025 -1.225 -0.285 -0.460
O 4.54892 -1.75876 4.24330 -0.253 0.434 0.490
O -0.56243 -6.24350 0.25282 0.409 1.683 0.908
C -5.94540 -2.23068 -1.58067 -1.205 -0.499 0.780
C -1.65044 2.63638 -4.31368 0.313 -0.941 0.746
C 0.65525 1.76307 -4.87802 -0.838 0.636 0.405
C -1.64943 1.48110 -1.85626 0.963 0.129 0.847
H 0.50062 -2.90046 5.03713 -0.364 0.454 -1.337
H -7.20667 -0.37221 -1.56382 0.457 -0.021 0.641
H -4.10671 3.05414 -0.98275 -0.044 1.418 0.186
C 1.26952 2.83559 -5.56840 0.408 -0.319 0.611
O -5.16620 2.48212 1.98064 -0.162 -0.787 -0.565
H 2.50814 -5.29683 4.06969 0.531 0.341 -0.436
H -3.70825 3.00569 -3.82165 -0.533 0.298 -0.217
H 5.23905 2.61325 -0.95241 0.094 -0.352 -0.399
O -6.17955 -3.42062 -1.69878 0.760 1.036 0.154
O 0.40280 -4.66727 1.36601 -0.481 0.111 -0.128
H -3.70569 -1.81436 -1.75126 1.042 -0.267 -0.193
H 3.90194 -2.33745 6.53726 -0.284 -0.535 0.294
C 0.06984 2.38268 2.29752 1.473 0.495 0.288
H 4.25206 -3.50345 2.72828 -0.018 0.344 -0.269
H 3.61661 2.14310 4.94705 0.201 -0.368 -0.692
N 2.49850 1.21800 -6.77930 0.916 -0.081 -0.186
H -1.45566 -0.92756 1.87222 -0.303 -0.488 0.369
H -2.75757 2.63847 5.82361 0.144 0.051 0.098
H -3.78892 1.81416 4.69997 -0.273 -0.372 0.048
N -4.90775 -1.72604 -0.79620 0.756 -1.538 -0.226
C 4.23530 -2.89310 4.61625 0.764 -0.025 -1.818
O -6.69115 1.04242 1.00750 0.510 0.874 0.476
C 1.27022 2.67337 1.41356 -1.452 -0.107 0.753
H 2.81774 -1.08968 0.55192 -0.839 -0.313 -0.114
C -2.18086 2.49048 2.90460 0.016 -0.167 0.516
N 0.90834 -1.54402 1.47652 -0.704 0.884 0.183
O 4.77896 1.31806 2.24306 -0.140 4.050 0.242
H -3.99786 1.39354 -0.65011 0.413 -0.371 0.140
H -1.65920 0.05453 0.47482 -0.187 -0.039 0.105
C -2.77604 2.59262 -3.52200 0.566 0.161 0.035
H 2.51339 -2.80771 0.99223 0.120 0.638 0.164
H 1.85157 0.67205 1.62785 0.482 0.431 -0.636
H -2.57082 0.88887 5.66052 -0.189 -0.583 0.145
H -1.88769 -1.65742 0.25034 0.787 0.196 0.493
H 0.41133 0.94203 -2.23304 -0.400 -0.071 0.119
H -0.46614 1.07293 5.38541 -0.041 -0.321 0.678
H 4.10162 0.69605 4.25491 -0.687 1.927 -0.334
C 2.28440 2.49905 -6.47421 -2.172 -0.166 0.753
H -4.35118 -1.66816 1.24175 0.477 -0.085 -0.448
C 3.08553 1.77158 0.23468 0.695 -1.830 -1.434
C 2.33447 -1.75152 1.28748 1.024 -0.313 1.144
O -1.77707 -4.35436 0.87548 -0.675 -0.091 -0.337
H 0.56637 -0.29646 -4.49813 -0.128 -0.968 0.163
N -2.75345 2.04508 -2.28315 -1.401 0.844 -1.262
C -1.27989 -0.91028 0.80849 -0.964 0.767 -0.632
O 0.05856 -2.51899 4.22668 1.071 -1.817 0.981
C -4.01067 2.11894 -1.45554 1.080 -1.295 -0.377
C 3.52912 0.91120 -7.80413 -0.424 -0.406 -0.506
H -1.60990 3.11012 -5.26434 -0.517 0.304 -0.611
O -2.75486 -1.98631 -2.27594 -1.765 0.850 -1.104
O -4.58471 0.51841 0.91739 -0.132 1.899 0.799
H -1.45156 3.24666 1.01276 -0.055 -0.258 0.452
H 3.09925 4.97713 -0.22541 0.229 0.517 -0.391
C 4.17645 -3.27477 6.03914 0.618 0.438 0.963
C -0.78940 -5.01020 0.82504 2.008 -1.447 0.004
```
Positions in Å, forces in eV/Å.

As for the charge: +1. As for the gap between HOMO and LUMO: 7.1 eV. The calculation puts the electronic energy at -94807.25690 eV.